(1)
Molecular formula: C27H44As2N11O11PSTl
Method: DFT, ωB97M-V/def2-TZVPD

Geometry as XYZ:
```
98
Properties=species:S:1:pos:R:3:forces:R:3
Tl 1.148200 -0.915380 -1.040234 0.07 0.06 -0.10
N 5.108590 -0.844897 -3.584114 -0.04 -0.03 0.04
C 5.343525 -2.139829 -3.186030 0.04 0.02 -0.04
C 4.304300 -2.471212 -2.372952 -0.01 -0.04 0.05
N 3.445234 -1.405557 -2.263918 -0.02 0.00 -0.01
C 3.953908 -0.444315 -3.004964 0.01 0.01 -0.03
C 3.277663 0.834973 -3.160997 0.01 -0.04 0.00
N 2.121039 1.081451 -2.579802 0.01 -0.03 0.01
C 1.763271 2.353530 -2.967766 -0.04 0.01 -0.01
C 2.718360 2.869838 -3.787121 0.05 0.00 -0.03
N 3.678332 1.891674 -3.902834 -0.02 0.00 0.04
H 5.701225 -0.319941 -4.205029 0.00 0.01 -0.01
H 6.205639 -2.690871 -3.520191 -0.03 0.01 0.02
H 4.107757 -3.407047 -1.878238 0.00 0.04 -0.02
H 0.831127 2.801103 -2.666089 0.06 -0.02 0.03
H 2.801957 3.814848 -4.295863 -0.01 -0.03 0.02
H 4.515197 1.969282 -4.455619 0.03 0.00 -0.01
C 0.916603 -5.599445 -4.946411 -0.02 0.03 0.04
O 0.223763 -4.981511 -3.838382 0.05 -0.07 0.04
P 0.796319 -3.603433 -3.230202 -0.03 0.13 -0.16
O 1.550307 -4.041907 -1.858492 -0.01 0.00 0.03
C 0.966624 -4.991792 -0.949115 -0.02 0.02 -0.01
O -0.590888 -3.083140 -2.512626 -0.09 -0.05 0.05
C -1.798109 -2.990346 -3.284754 0.09 0.03 0.00
H 0.429406 -6.553111 -5.120459 -0.01 0.00 0.00
H 1.966077 -5.768541 -4.705612 -0.02 -0.01 0.00
H 0.835133 -4.977375 -5.836657 0.01 0.00 0.01
H 0.137765 -4.532840 -0.408605 0.01 0.00 -0.01
H 1.749819 -5.290130 -0.256937 0.01 0.00 -0.01
H 0.602569 -5.864361 -1.486936 0.00 -0.01 -0.01
H -2.576313 -2.629997 -2.616428 0.01 0.01 0.00
H -2.075820 -3.965852 -3.676948 0.00 -0.01 0.01
H -1.675679 -2.290921 -4.116992 0.00 -0.05 0.00
C 2.715298 3.575305 3.924705 -0.05 -0.08 -0.07
O 1.838141 2.908801 2.972611 0.05 0.05 0.04
C 0.790729 2.281637 3.476238 -0.11 0.22 -0.23
O 0.519792 2.147348 4.636235 0.05 -0.13 0.15
C -0.110332 1.768837 2.363115 0.00 -0.18 -0.02
C -0.972300 0.729167 2.675047 -0.16 0.23 -0.06
As -2.646873 1.858857 2.972818 0.07 -0.04 -0.14
C -2.190951 3.619987 3.697197 -0.03 -0.03 -0.04
C -2.874588 2.401955 1.111813 -0.02 0.00 0.22
C -1.904600 2.590480 0.223388 0.06 -0.09 -0.22
As 0.011845 2.397709 0.522058 0.06 -0.04 0.36
C 0.546389 4.273389 0.674755 0.00 -0.02 -0.02
C -2.085667 3.133007 -1.162316 -0.08 0.08 0.11
O -1.116217 3.354646 -1.853292 -0.10 0.01 -0.02
O -3.339131 3.372013 -1.481899 0.00 -0.09 -0.08
C -3.601079 4.045217 -2.743148 0.01 -0.01 0.06
C -4.320646 2.833213 0.943859 -0.06 0.14 -0.17
O -4.641829 3.858033 1.479016 0.01 -0.15 -0.04
O -5.181880 2.050280 0.312713 0.03 -0.04 0.11
C -4.761875 0.761974 -0.168924 -0.03 0.10 0.06
C -1.148093 -0.587452 2.734631 0.16 -0.06 0.00
O -0.122838 -1.516803 2.564908 -0.02 0.11 0.04
O -2.333594 -1.144924 2.841800 -0.08 -0.04 -0.09
C -2.504006 -2.517757 3.256376 0.04 0.02 -0.02
H 3.324487 4.248444 3.333451 0.02 0.00 -0.01
H 3.336434 2.834632 4.420568 0.02 0.01 0.04
H 2.122100 4.116253 4.655364 -0.01 0.01 0.01
H -1.825416 3.500842 4.712729 0.02 -0.01 0.03
H -3.156086 4.128927 3.695420 0.02 0.02 0.03
H -1.500825 4.175767 3.071780 0.02 0.01 0.00
H 0.106250 4.765258 1.537156 -0.01 -0.02 0.01
H 0.205793 4.754915 -0.238024 0.00 0.00 -0.02
H 1.629957 4.314931 0.726172 0.00 0.01 0.00
H -4.594369 3.731916 -3.046548 -0.01 0.00 0.02
H -2.848475 3.772145 -3.476795 0.00 -0.01 -0.02
H -3.591699 5.116861 -2.565316 0.04 0.02 -0.02
H -5.654182 0.306503 -0.585643 -0.04 0.00 0.02
H -4.398664 0.141839 0.652873 0.00 0.00 -0.01
H -3.990474 0.856325 -0.929840 0.03 0.02 0.07
H -1.894200 -3.185364 2.652157 -0.01 0.00 0.02
H -3.553727 -2.730085 3.089609 -0.01 -0.01 0.02
H -2.289816 -2.610407 4.321717 -0.03 -0.01 0.02
C 0.591961 -3.056209 6.368817 -0.02 0.02 -0.03
N 0.562454 -2.457980 5.030078 0.03 0.03 0.05
C 1.528730 -1.711541 4.549802 0.10 -0.01 0.06
S 1.419216 -1.046129 2.918134 -0.08 -0.01 -0.09
N 2.630285 -1.453450 5.219654 -0.02 0.02 0.01
C 3.690813 -0.557993 4.754084 -0.01 -0.06 -0.03
H -0.370843 -3.521067 6.554776 0.01 -0.02 0.00
H 0.746165 -2.282582 7.121428 0.00 -0.01 0.00
H 1.368942 -3.818822 6.434310 0.00 0.01 0.01
H -0.185420 -2.695599 4.399084 -0.03 -0.04 0.00
H 2.731521 -1.860801 6.138492 0.01 -0.02 0.01
H 3.888974 -0.723646 3.693746 0.00 0.02 0.01
H 4.602101 -0.802600 5.291124 0.00 0.03 0.02
H 3.421408 0.480213 4.940984 0.01 0.00 -0.02
N -4.087465 0.182913 -3.871603 0.15 0.00 0.07
N -2.723990 0.302119 -3.652769 -0.14 0.02 -0.09
N -1.870833 0.381702 -4.640313 -0.02 0.03 0.07
C -0.716730 0.331822 -3.983059 0.06 -0.04 -0.08
N -0.894436 0.223143 -2.664159 0.01 0.06 0.03
N -2.201638 0.201505 -2.466100 0.11 -0.08 -0.04
H -4.276775 0.560665 -4.794169 -0.03 -0.02 -0.02
H -4.572194 0.708493 -3.153738 -0.06 0.06 -0.05
H 0.242071 0.368272 -4.471822 -0.03 0.01 0.04
```
Forces are in eV/Å.

E_LUMO   -9.5 eV
Gap between HOMO and LUMO   5.20 eV
Relative energy (zero: lowest compared OMol25 entry of this formula, charge and spin)   0.5309 eV
Charge   +3


(2)
Molecular formula: C8H6N2O3Ti
Method: DFT, ωB97M-V/def2-TZVPD

Geometry as XYZ:
```
20
Properties=species:S:1:pos:R:3:forces:R:3
O -0.000967 2.133664 -4.314542 0.00 -3.32 4.64
C -0.001521 1.439413 -3.377882 0.01 5.42 -6.92
Ti -0.002994 0.064978 -1.923628 0.01 1.61 4.23
C 1.622863 -0.993006 -2.266138 7.69 -4.77 -1.83
C -1.631184 -0.989990 -2.264719 -7.68 -4.74 -1.83
O 2.612206 -1.588547 -2.453057 -4.98 3.00 1.02
O -2.621271 -1.583547 -2.451705 4.96 2.98 1.02
N 0.002563 -1.955011 0.485638 0.00 -0.19 -0.57
C 0.002325 -0.724137 1.028573 0.00 0.58 0.13
C 0.004061 -0.501899 2.420984 0.00 0.38 -0.17
C 0.002722 0.813960 2.865711 0.00 -0.55 -0.53
C -0.000567 1.874995 1.932874 0.00 0.55 -0.97
C -0.002109 1.602403 0.572675 0.00 -0.25 1.42
N -0.000331 0.308142 0.136696 0.00 -0.25 -0.43
H 0.005174 -2.063614 -0.531234 0.00 -0.50 1.01
H 0.004752 -2.772423 1.074973 0.00 -0.15 -0.22
H 0.006635 -1.369412 3.089607 0.00 0.48 -0.18
H 0.004218 1.040677 3.929018 0.00 -0.09 -0.18
H -0.001915 2.911942 2.269111 0.00 -0.33 -0.09
H -0.004657 2.351411 -0.222954 0.00 0.15 0.44
```
Forces are in eV/Å.

E_LUMO (spin up / spin down)   -10.7 / -10.4 eV
Gap between HOMO and LUMO (spin up / spin down)   5.60 / 5.91 eV
<S²>   2.01
Charge   +2
Spin multiplicity   3


(3)
Molecular formula: H80O40
Method: DFT, ωB97M-V/def2-TZVPD

Geometry as XYZ:
```
120
Properties=species:S:1:pos:R:3:forces:R:3
H -3.098149 4.548366 1.273003 0.20 -0.19 -0.52
H -1.854915 5.519838 1.334250 -0.31 -0.08 -0.58
O -2.670868 5.243389 1.763675 -0.34 0.56 0.70
H 2.040904 0.812158 1.299156 -0.33 -1.09 0.23
H 3.571582 0.953501 1.461090 1.30 -1.63 0.14
O 2.769128 1.405843 1.387951 -0.86 2.98 -0.56
H 1.045625 -5.031808 2.288835 0.11 1.84 -0.54
H 1.023050 -5.335033 0.937177 -0.03 1.07 -0.89
O 1.049682 -4.486818 1.441623 0.17 -3.05 1.75
H 1.553903 0.374746 6.473226 1.84 0.61 0.80
H 0.096790 0.909273 6.273662 0.78 -0.29 0.22
O 0.708550 0.159358 6.158921 -2.83 -0.35 -0.82
H 3.694436 1.871291 -1.357095 -2.16 -3.11 0.39
H 4.060241 3.112190 -0.799468 0.26 0.73 0.29
O 4.223723 2.576981 -1.573194 1.79 2.56 -0.05
H 4.832388 2.443709 -4.041486 -0.29 -0.38 0.13
O 4.246327 1.672225 -3.986330 0.40 0.55 -0.86
H -4.939067 -3.240822 1.169476 0.77 -0.93 1.10
O -4.096709 -3.213171 0.674918 -0.95 -0.83 1.40
H 2.555832 3.990969 -4.077243 0.02 -0.23 -0.30
H 1.129744 4.659388 -4.359553 1.49 -0.45 0.88
O 1.837629 4.485656 -3.678974 -1.61 0.45 -0.47
H -1.775880 0.662833 -5.362623 -0.65 -0.16 0.23
H -2.400417 -0.712474 -5.979213 -0.84 0.44 0.27
O -1.637750 -0.164538 -5.823709 0.33 -0.41 -0.68
H -1.650015 -2.821017 0.059978 0.15 -0.95 -0.78
H -0.987093 -3.499658 1.165111 0.53 -0.71 0.12
O -1.043715 -3.582863 0.205521 -0.87 2.06 0.43
H -1.888388 2.630627 -1.605707 0.96 -0.86 1.29
H -2.495256 4.005124 -1.793694 0.17 1.60 0.83
O -2.409165 3.156212 -2.172407 -1.12 -0.72 -2.07
H -0.335880 -5.648460 -3.877923 0.02 -0.21 0.15
O -1.196867 -5.671474 -3.448779 0.02 -0.93 1.43
H 3.123932 -0.380887 -4.039946 0.37 -0.35 1.07
H 3.288736 -1.564511 -3.041823 -0.47 -0.95 -0.03
O 3.535051 -0.665409 -3.188867 -0.01 1.10 -0.76
H 2.907990 4.154547 4.023227 1.09 0.95 -0.96
H 2.360906 3.708268 5.317245 -0.33 -0.45 -1.10
O 2.319542 3.504621 4.349112 -0.75 -0.61 2.12
H 0.647355 -1.691410 1.170107 -0.83 0.82 0.65
H -0.589580 -0.786781 1.920741 4.08 -1.44 -0.47
O 0.447820 -0.844413 1.640683 -2.64 -0.46 0.74
H -0.268352 -2.824672 -3.538000 -2.66 -2.09 -0.06
H 0.323121 -1.677736 -4.414437 0.14 0.29 -0.17
O 0.408394 -2.225313 -3.636560 2.66 0.83 0.63
H -3.561894 0.751433 -1.392531 0.54 -0.62 0.59
H -2.922025 -0.653883 -1.667599 1.58 -1.76 1.56
O -3.438948 0.015751 -2.016957 -1.55 2.08 -1.60
H -4.571131 1.286921 -3.022921 -1.06 -0.43 -3.04
H -4.460965 1.776494 -4.543258 -1.27 -1.01 1.40
O -5.056931 1.230415 -3.936421 2.27 1.47 1.10
H -0.492433 -0.281409 -2.270234 0.85 -1.13 0.59
O -0.264557 -0.858375 -1.493883 0.50 -0.63 -0.62
H -4.106707 1.782129 3.748734 0.43 -1.78 -2.17
H -3.849777 3.520366 3.860845 1.04 0.49 -1.59
O -4.095308 2.643706 4.043049 -1.49 1.04 3.65
H 0.060798 2.388321 -0.356610 -0.25 0.30 0.80
O -0.370403 2.705718 0.460820 0.17 2.41 -2.21
H 5.110060 -2.994051 -0.992630 -0.50 0.63 0.38
H 4.065514 -3.716949 -1.900460 -2.21 0.60 -0.26
O 4.919581 -3.719640 -1.560937 3.20 -1.53 -0.36
H 1.009422 1.230335 -1.679418 0.30 0.04 0.12
H 0.967928 2.340033 -2.757691 0.43 2.79 -0.20
O 0.918993 1.434093 -2.610749 -0.63 -2.70 0.03
H -1.160177 0.053326 -0.320559 -0.53 0.79 1.76
H -1.028232 0.306084 1.224217 -0.65 1.01 -1.44
O -1.562596 0.601459 0.451293 0.11 -2.18 -0.70
H 2.991777 -3.741671 3.015104 -0.60 2.22 0.34
H 2.731734 -2.299010 4.003143 -0.56 0.03 -1.38
O 3.066823 -3.169512 3.812463 1.21 -2.15 1.09
H 1.974294 -2.629337 -0.549013 0.34 -0.12 0.65
H 1.721708 -3.387492 -1.744547 -1.22 -1.50 -1.30
O 2.315809 -2.741696 -1.439520 0.38 1.33 0.79
H 1.370863 -0.348390 3.948002 0.11 0.99 0.06
H 1.983225 1.086665 4.112544 -0.99 3.49 1.60
O 2.082482 0.275606 3.730218 0.72 -4.27 -1.88
H -0.114777 -0.720842 -5.878639 1.77 1.13 0.75
H 1.037667 0.294901 -5.887935 1.01 2.63 -1.47
O 0.776547 -0.459017 -5.451336 -1.75 -3.24 0.26
H -3.668964 -3.780958 -3.407281 0.20 0.21 0.46
H -3.444967 -2.326978 -3.054776 -0.07 1.71 -0.82
O -3.500884 -3.172115 -2.668245 -0.11 -1.77 0.38
H 3.240102 -0.988634 -0.801607 1.32 0.97 -0.09
H 4.756322 -0.414188 -0.439612 -1.42 -0.34 -0.43
O 3.854083 -0.637250 -0.108218 0.35 0.28 -0.68
H -5.654258 -1.549830 2.785400 0.77 1.03 -1.44
H -4.646415 -2.410344 3.661520 1.24 0.10 -0.56
O -5.510740 -2.071479 3.539443 -2.13 -1.23 2.17
H 2.825639 3.594277 1.249313 3.48 -2.88 1.14
O 2.089259 4.089873 1.290066 -3.75 3.25 -2.82
H -3.417429 0.215809 1.515956 -1.37 -0.59 0.27
H -2.937155 -0.967325 2.054468 0.36 -1.27 0.61
O -3.799510 -0.569433 2.009403 0.84 2.24 -1.12
H 0.347121 -1.621853 -1.818666 -1.57 2.28 0.06
H 4.516193 1.229533 -3.176050 -0.08 -0.06 -0.18
H -0.144884 2.073627 1.102996 0.45 -1.07 1.25
H -4.518506 -2.626923 0.087874 0.31 1.64 -2.48
H -1.073916 -6.201785 -2.590233 0.10 1.39 -1.68
H 1.700278 4.391723 2.077990 0.14 -0.19 1.77
O -1.233916 5.614297 -0.651173 3.34 -0.98 -1.96
H -0.555734 5.937961 -1.380624 -2.15 -0.66 2.18
H -0.737465 4.772380 -0.376528 -0.95 1.35 -0.18
O -1.315285 4.339332 3.820711 0.27 -0.10 3.28
H -1.951471 5.039703 4.060811 0.64 -0.58 -1.26
H -1.166045 4.197744 2.911595 -0.56 0.45 -1.47
O -4.653315 1.857925 -0.314409 -0.03 0.10 -0.33
H -5.105113 1.757349 -1.169208 -0.23 0.33 0.54
H -4.375223 2.784918 -0.280605 -0.09 -0.30 -0.18
O -0.515388 -6.072954 -0.597215 -0.36 -1.17 0.02
H -1.331147 -6.572713 -0.360574 0.89 0.90 -0.02
H -0.626314 -5.144631 -0.322281 -0.71 -0.09 -0.12
O 3.972187 -0.441267 5.494387 1.73 -2.59 -1.54
H 4.561154 -1.220720 5.062019 -2.29 2.82 1.49
H 3.282166 -0.211380 4.817523 0.84 -0.32 0.19
O 3.823709 -2.904264 1.024687 2.80 -1.82 2.51
H 4.781013 -2.809869 1.376482 -2.45 -0.62 -0.32
H 3.867859 -2.213740 0.404355 -0.31 1.66 -1.13
O -1.380733 0.034605 3.707532 -0.15 0.53 1.29
H -0.860082 -0.235747 4.509155 -0.64 0.39 -1.01
H -2.004902 0.740997 4.025379 0.87 -0.94 -0.44
```
Forces are in eV/Å.

E_LUMO   -0.4 eV
Gap between HOMO and LUMO   10.16 eV
Relative energy (zero: lowest compared OMol25 entry of this formula, charge and spin)   12.2354 eV